1.
Molecular formula: C38H98N6O13
Method: DFT, the ωB97M-V functional and the def2-TZVPD basis

LUMO ... 0.574 eV
SMILES ... COC[C@H](C)N.COCCNCCOC.COCCNCCOC.COCCNCCOC.COCCNCCOC.COCCNCCOC.CCO.CCO
Highest occupied orbital energy ... -0.309 hartree
Max |F| ... 3.51 eV/Å
Gap between HOMO and LUMO ... 8.988 eV
DFT total energy ... -2812.8191 Eh

```
! wB97M-V def2-TZVPD RIJCOSX def2/J DEFGRID3
* xyz 0 1
N 1.27 -6.30 -0.26
H -5.27 3.15 0.40
H -9.37 3.66 -0.04
H -0.26 -7.02 0.80
C -1.86 -3.31 -0.68
H -6.29 2.47 -1.64
H -1.30 -6.10 -1.42
H -9.84 -1.90 2.79
H -1.43 -2.18 3.93
C -1.84 -1.40 4.58
O 2.33 -1.40 3.01
O -8.62 3.21 -2.04
H -10.27 2.54 -1.00
O -0.81 -4.19 -0.82
H -8.46 5.25 -2.04
H 1.97 1.75 -2.93
N -5.39 -0.23 2.16
H -5.43 -0.85 2.96
H 1.98 4.76 -9.38
H 1.29 -0.83 0.15
C -2.91 -0.21 2.73
C -4.77 3.30 -0.56
C -6.64 0.48 2.10
H 2.65 -5.63 1.29
H 7.28 -0.58 3.48
H 2.12 6.10 2.20
H 1.37 -7.64 2.36
H -2.91 -0.98 1.96
C 2.21 -7.66 1.66
H 0.48 5.58 1.75
H 2.19 3.51 -2.81
O 1.67 7.83 -7.92
H -8.79 0.14 1.76
H 0.59 2.96 -2.95
O -4.73 0.90 -1.36
H 3.35 3.85 -4.94
H -2.12 -1.78 5.56
C 3.31 -0.03 4.75
H -0.54 -0.03 -1.11
O -3.03 -0.79 4.07
H -6.80 1.05 3.02
H 1.20 7.29 -9.83
H 7.84 0.70 4.48
H 1.40 2.47 0.46
H 1.54 0.73 -0.48
H 5.65 0.56 5.87
H 9.24 -0.30 6.11
H 1.78 -2.89 -0.54
H 3.26 0.88 4.15
C 7.15 -0.15 4.47
H 3.92 -8.74 4.16
C -9.63 3.41 -1.07
C 2.01 4.07 1.36
C 1.96 3.86 -6.76
N 2.37 5.13 -7.49
C -7.87 -0.43 1.86
C 4.47 -2.47 -1.06
H 3.16 -5.66 -1.95
C 2.31 3.85 -5.26
H -2.97 0.07 -2.26
H 3.81 -1.72 -0.62
H 5.70 -1.05 0.81
N 2.16 -3.30 -1.38
H 7.26 -1.95 0.77
C -4.26 0.57 2.50
H 1.72 6.07 0.49
H 1.53 -5.60 -0.94
H 2.92 7.11 -9.44
O 7.54 -1.06 5.46
H 4.80 -1.50 4.91
H -7.83 -1.07 0.97
H -2.03 -5.71 0.14
H -3.73 -0.84 -0.99
H 1.93 4.79 -4.85
H 3.24 -6.77 0.14
H -7.55 4.52 -3.43
H 3.10 9.16 -8.69
H 3.74 -9.86 2.76
H 2.27 5.83 -6.77
H 9.13 -2.14 6.09
H 3.09 3.93 1.23
C 5.72 0.33 4.81
C -0.56 0.23 -0.05
H -3.14 1.64 -0.15
H -7.07 4.63 -0.43
H -2.01 -2.81 0.28
C -6.63 4.51 -1.42
O 1.22 3.41 0.40
H 3.19 0.24 5.80
H -4.19 4.22 -0.64
C -3.93 1.98 -0.82
H -2.82 -3.76 -0.91
O 5.61 -2.84 -0.30
H 3.36 -3.14 3.15
H 2.15 -3.10 1.87
C 2.34 -6.51 0.71
C 3.94 -4.90 -1.98
H 1.50 9.94 -8.36
H -1.00 -0.72 4.71
C 0.92 0.19 0.25
H 9.44 -1.24 4.60
H -3.27 2.41 -1.57
H -1.83 -2.47 -1.37
C 3.38 -8.95 3.24
C 1.53 5.58 1.45
H -2.01 0.39 2.74
H 0.07 -5.40 1.23
O 1.04 0.55 1.59
H -8.49 -2.89 2.28
C -3.95 -0.19 -1.83
H -6.51 1.34 1.44
C -1.15 -5.56 -0.49
H -6.11 5.45 -1.60
C 3.49 -3.71 -1.11
H -4.49 0.99 3.48
C 2.16 9.11 -8.12
H 2.35 2.93 -7.17
N 4.65 -0.61 4.46
H 1.19 -0.35 4.34
H 1.73 3.58 2.29
H 2.12 -2.56 -2.06
H 4.66 -2.06 -2.05
H 4.85 -5.37 -1.60
C 1.66 5.51 -8.66
C -7.87 4.40 -2.39
H -8.80 -2.66 3.99
H 4.05 -4.64 -3.03
H 5.42 1.17 4.18
H 1.53 -3.18 3.43
C -0.06 -6.05 0.36
N -5.82 3.36 -1.61
C 2.09 -0.96 4.34
H 6.85 -1.15 -0.60
H -10.42 4.07 -1.43
C 1.61 2.71 -3.27
C 1.91 6.92 -9.09
O 1.65 2.67 -4.68
H 2.00 -8.60 1.14
H -0.90 1.26 0.06
H -4.19 1.27 1.67
H -1.10 -0.46 0.60
C 6.36 -1.68 0.21
C 8.94 -1.20 5.57
H 0.87 3.78 -6.84
O 3.33 -7.72 2.50
C -8.81 -2.16 3.02
H 0.60 5.51 -8.40
O -7.94 -1.06 3.05
H 2.53 9.47 -7.16
C 2.37 -2.76 2.88
H -4.49 -0.73 -2.61
H 2.37 -9.10 3.63
H 1.64 -0.02 2.09
H 3.48 -4.00 -0.05
H 1.95 -1.72 5.11
*
```


2.
Molecular formula: C43H76FIN2O39S9
Method: DFT, the ωB97M-V functional and the def2-TZVPD basis

LUMO ... 0.005 eV
SMILES ... CCCCO[C@](O[C@H](C[C@@H](C)O)OC(=O)c1ccccc1)([C@H](I)CC)[C@](F)(CCN(CC)C(C)=O)O[C@H](N)S.O=S1(=O)OCCO1.O=S1(=O)OCCO1.O=S1(=O)OCCO1.O=S1(=O)OCCO1.O=S1(=O)OCCO1.O=S1(=O)OCCO1.O=S1(=O)OCCO1.O=S1(=O)OCCO1
Highest occupied orbital energy ... -0.301 hartree
Max |F| ... 9.19 eV/Å
Gap between HOMO and LUMO ... 8.201 eV
DFT total energy ... -8708.0940 Eh

```
! wB97M-V def2-TZVPD RIJCOSX def2/J DEFGRID3
* xyz 0 1
H 1.81 -0.09 7.29
C 3.92 2.27 3.35
H 2.65 5.49 -1.10
H -7.57 -7.37 -4.13
O -3.35 -3.56 -0.53
C 2.70 4.55 6.28
O 0.19 2.13 -10.26
H 2.43 7.00 0.77
H 5.24 6.17 0.69
C 0.54 1.89 -0.15
H 0.95 5.82 2.19
H -0.16 -10.72 -6.72
C 3.36 0.74 -10.68
O -9.87 -5.19 -6.90
H 1.91 -2.30 9.43
O 1.67 1.29 2.97
H -9.86 -7.48 -3.28
H 2.41 -1.69 4.32
H 1.66 -6.63 -1.09
C 3.81 5.34 -0.94
H -4.19 -4.05 -3.74
C -8.35 -7.58 -4.87
H 0.04 3.51 -7.06
O 2.65 1.79 -10.03
H -2.70 0.96 6.08
C 3.06 6.26 1.47
H -0.56 3.23 -4.44
S 2.29 -10.05 -4.44
C -1.39 3.49 1.37
H -5.28 -2.77 -4.34
H 1.50 -1.84 7.07
H 1.39 -8.64 -7.43
H -1.87 3.89 7.17
H 0.83 -0.17 4.45
C 2.29 -0.13 -11.34
H 0.98 2.54 -5.02
C 0.40 -10.04 -6.08
O 0.40 3.44 3.07
S -0.06 -0.15 9.59
H -5.84 2.98 -0.43
H 3.10 5.18 8.45
O -0.54 1.18 -4.79
C 1.93 5.15 2.02
H -1.60 2.95 -6.64
O -0.30 1.27 9.50
H -0.31 -6.48 -3.44
C 1.12 -6.07 -1.85
S -6.48 2.42 -3.28
H -0.62 2.46 7.43
O 1.16 1.00 -8.20
H 7.82 2.82 2.32
H 1.48 2.39 0.35
S -4.58 -2.97 -1.00
O 2.50 -9.06 -5.72
C -1.76 2.71 7.22
H -2.79 -0.31 -2.09
O -1.89 3.04 2.67
C 6.80 3.32 2.67
H -3.36 1.72 -0.21
H 1.29 5.43 8.00
H 3.91 0.17 -9.92
O -1.31 4.78 0.96
C 8.44 1.46 5.32
O -6.10 3.75 -3.68
H 1.93 0.33 -12.27
H -10.52 -7.65 -4.93
O 0.60 -0.60 -6.14
H 0.40 -7.95 -2.71
H -1.18 0.95 4.02
C -9.73 -7.20 -4.33
O -2.05 -4.67 -1.43
C -1.00 1.92 4.70
C 1.57 3.63 3.92
H 6.41 5.48 3.60
H 3.45 6.89 2.41
C -7.56 1.82 -1.11
C 4.99 2.94 4.39
H -5.67 1.22 -0.18
O -1.91 -0.23 -6.32
H 4.45 4.48 1.09
C -6.10 -3.97 -2.70
H 9.35 1.82 6.00
O -9.81 -5.78 -4.48
O -8.13 -6.73 -6.00
H 3.46 5.13 5.61
O 0.89 -10.74 -4.93
C 0.84 0.73 -1.29
H 1.81 4.40 1.12
H 0.58 3.73 6.09
H -1.28 4.15 4.37
O -5.62 -4.17 -1.37
O 0.04 -0.76 8.09
H 2.15 -10.25 -7.35
H 4.46 6.05 -1.60
O 3.32 -11.06 -4.47
O -7.81 2.52 -2.33
C 2.38 5.56 7.58
C -1.93 0.31 -1.57
C -0.97 2.34 0.28
H 6.05 3.13 1.76
H -4.28 2.46 5.53
H -0.49 -1.79 2.86
O 2.50 4.59 3.24
C 0.05 -6.93 -2.51
O 1.50 -0.39 10.02
C -0.11 2.50 -5.12
H -6.40 -4.92 -3.15
S 1.16 1.27 -9.62
S -8.95 -5.34 -5.80
H 7.78 0.65 5.90
C -4.94 -3.31 -3.45
F 2.49 1.57 5.29
C 1.63 -9.48 -6.77
H -0.26 -9.24 -5.73
O -3.38 2.85 5.31
H -8.30 -8.63 -5.16
C 1.41 -1.00 7.76
O 2.02 -9.24 -3.28
C -0.53 2.72 -6.57
O 0.41 -5.01 -1.20
N 6.40 2.60 3.94
C 2.36 2.17 3.95
H -2.39 2.35 8.14
O -1.04 -6.95 -1.59
O -8.02 -4.31 -5.41
C 1.31 4.31 5.39
H 3.18 -1.11 9.05
O -5.30 -1.96 -0.25
H 6.97 5.46 1.80
H -6.97 -3.30 -2.65
H -7.82 0.77 -1.26
H 8.80 1.02 4.29
O -6.69 1.34 -4.22
O 1.20 -0.15 -10.42
O -1.09 -5.80 0.63
C 2.10 -1.28 9.09
N 2.68 -0.93 3.62
H 2.70 6.67 7.37
H 4.87 2.51 5.48
O 7.53 3.82 5.84
O -0.32 1.47 -7.22
H -0.06 1.68 5.36
H 4.07 1.14 -11.41
C -0.38 -0.09 -2.02
H 4.26 1.13 3.24
C 1.46 -0.06 3.47
C 7.42 2.75 5.05
H 2.64 -1.14 -11.54
O -0.88 -1.04 10.38
H 3.11 3.56 6.76
C -2.27 2.01 5.79
C -6.06 1.99 -0.85
I 0.56 6.42 5.18
C -2.22 1.52 -0.46
O -4.35 -2.41 -2.51
S -1.08 -5.53 -0.78
H -0.20 -0.93 -2.85
H 1.94 0.44 -1.59
H 4.06 4.23 -1.25
S -0.56 0.26 -6.14
S 0.40 -0.93 2.14
H -8.17 2.23 -0.30
H 4.88 4.10 4.32
H 1.83 -5.66 -2.58
C 4.26 5.53 0.63
C 7.10 4.92 2.83
H 3.96 2.69 2.25
C -0.86 3.25 3.75
O -5.44 1.90 -2.13
H 2.80 -1.46 2.72
H 8.21 5.07 3.20
*
```


3.
Molecular formula: C28H66N4O5
Method: DFT, the ωB97M-V functional and the def2-TZVPD basis

LUMO ... 0.574 eV
SMILES ... CC1(C)CCCC(C)(C)N1O.CC1(C)CCCC(C)(C)N1O.COC[C@H](C)N.COC[C@H](C)N.CCO
Highest occupied orbital energy ... -0.298 hartree
Max |F| ... 2.42 eV/Å
Gap between HOMO and LUMO ... 8.674 eV
DFT total energy ... -1701.5058 Eh

```
! wB97M-V def2-TZVPD RIJCOSX def2/J DEFGRID3
* xyz 0 1
C 19.24 -8.65 8.12
C 21.90 -6.52 9.86
C 28.56 -6.33 4.54
H 27.09 -7.29 8.75
H 27.55 -6.02 4.28
H 20.92 -4.64 9.66
C 28.94 -4.51 6.19
H 28.71 -7.39 4.34
H 18.95 -8.32 7.13
O 21.22 -1.15 12.84
H 19.67 -7.06 12.44
H 29.09 -4.19 7.23
C 23.30 -1.53 11.56
C 27.88 -6.69 8.29
N 30.08 -6.68 6.42
H 25.72 2.92 7.35
H 21.77 -5.98 11.99
H 29.92 -1.48 9.54
H 29.74 -4.07 5.59
N 27.14 2.10 9.45
C 23.66 -2.73 12.40
H 31.75 -8.24 8.93
H 21.93 0.16 11.37
N 24.47 -0.75 11.16
H 27.41 3.30 7.11
C 28.36 0.76 7.73
H 22.55 -4.41 10.26
H 22.90 -3.51 12.36
C 18.73 -6.24 8.52
N 21.01 -7.18 8.88
H 31.05 -9.00 7.51
H 29.22 1.43 7.84
H 22.93 -1.97 10.62
H 26.26 0.65 8.21
H 20.10 -9.31 8.04
H 21.98 -7.62 11.75
C 19.93 -6.77 11.42
H 20.02 -1.20 11.13
C 29.90 -0.83 8.66
C 23.25 -7.21 9.66
C 22.27 -0.53 12.15
C 21.45 -6.77 11.31
C 19.25 -7.75 10.46
C 26.49 -3.30 8.98
H 27.85 -5.76 8.86
H 31.32 -7.09 5.04
H 27.76 2.91 9.36
H 29.28 -5.83 3.90
H 18.36 -9.20 8.48
C 20.32 -1.82 11.97
H 32.30 -7.80 7.28
H 30.17 -5.09 9.08
C 26.69 2.48 7.13
H 25.33 -2.02 7.67
H 18.85 -6.01 7.46
H 23.11 -8.29 9.59
H 18.18 -7.67 10.71
C 21.94 -5.01 9.58
C 29.17 -7.49 8.55
C 31.44 -8.07 7.90
H 19.50 -8.77 10.76
C 27.05 1.40 8.16
H 26.58 2.02 6.14
H 27.64 1.51 10.11
O 21.35 -6.86 7.55
C 30.40 -6.93 7.84
H 31.73 -5.95 9.21
H 19.61 -5.73 11.28
H 25.11 -1.38 10.68
O 31.19 -6.34 5.64
H 28.98 -8.51 8.19
O 28.56 -0.39 8.56
H 24.90 -3.77 7.65
H 23.85 -2.55 13.47
H 26.83 -5.88 6.64
C 30.92 -5.66 8.53
C 19.56 -7.42 9.00
H 30.62 -0.03 8.89
H 28.00 -4.05 5.87
H 29.38 -7.55 9.62
H 27.45 -1.53 9.16
H 27.27 -7.52 6.39
H 30.21 -1.36 7.76
H 23.89 -7.09 10.55
C 25.19 -2.92 8.27
C 27.65 -6.58 6.81
C 28.84 -6.02 6.01
H 31.46 -5.04 7.80
H 22.36 -4.85 8.59
H 23.83 -6.94 8.77
H 27.36 -3.60 8.38
H 24.62 -3.15 12.08
H 28.32 0.45 6.68
H 18.90 -5.38 9.17
H 24.47 -2.67 9.04
H 25.05 -0.51 11.96
H 22.88 0.08 12.82
H 26.31 -4.10 9.71
H 19.49 -2.07 12.63
O 26.96 -2.17 9.73
H 21.86 -7.61 7.25
H 20.75 -2.75 11.57
H 17.66 -6.48 8.52
*
```


4.
Molecular formula: C16H23AsBF4N2O2PdS
Method: DFT, the ωB97M-V functional and the def2-TZVPD basis

LUMO ... 2.378 eV
Highest occupied orbital energy ... -0.132 hartree
Max |F| ... 1.64 eV/Å
Gap between HOMO and LUMO ... 5.980 eV
DFT total energy ... -4069.9006 Eh

```
! wB97M-V def2-TZVPD RIJCOSX def2/J DEFGRID3
* xyz -1 1
H -3.57 2.20 1.11
N -0.99 2.80 -0.49
C -0.24 5.25 -1.56
C 3.47 -0.94 0.80
C 2.04 1.23 -1.38
C 2.23 1.27 0.00
H 2.08 2.36 -3.20
B 0.88 -2.61 -1.05
H -4.69 -1.19 1.15
H -4.61 -1.62 -0.57
C -1.76 -1.28 1.15
F 0.18 -1.40 -1.29
F 2.11 -2.53 -1.68
H -1.52 -2.17 0.58
H 4.21 -0.22 1.13
C -3.02 1.33 1.47
O 0.68 7.21 0.19
H -1.39 2.18 -2.41
C -1.01 3.01 -1.81
H 2.83 4.45 -2.10
C 0.32 6.15 0.66
C 2.25 2.38 -2.13
Pd -0.13 0.77 -0.11
H -2.35 -1.56 2.03
C -0.52 3.77 0.29
O 1.72 0.31 2.38
C 2.67 3.55 -1.51
H 0.08 5.07 2.42
H 3.50 -1.84 1.40
C 2.86 3.58 -0.14
H -0.81 -0.83 1.48
N 0.29 5.95 2.00
H 3.58 -1.19 -0.24
H -2.04 1.67 1.83
F 1.05 -2.75 0.32
H 1.78 0.29 -1.87
C -4.51 -0.80 0.14
C 2.63 2.44 0.62
As -2.68 0.03 0.02
S 1.79 -0.20 1.00
C -0.14 5.02 -0.19
H -3.57 0.88 2.30
H -0.01 6.23 -1.94
F 0.14 -3.66 -1.54
H 3.17 4.50 0.34
C -0.64 4.21 -2.39
H 2.74 2.45 1.69
H -0.49 3.52 1.35
H 0.59 6.71 2.59
H -0.69 4.35 -3.46
H -5.27 -0.05 -0.09
*
```


5.
Molecular formula: C4H7FN2
Method: DFT, the ωB97M-V functional and the def2-TZVPD basis

LUMO ... 0.555 eV
SMILES ... [H]/N=C/NC(=C)CF
Highest occupied orbital energy ... -0.305 hartree
Max |F| ... 9.79 eV/Å
Gap between HOMO and LUMO ... 8.862 eV
DFT total energy ... -365.8418 Eh

```
! wB97M-V def2-TZVPD RIJCOSX def2/J DEFGRID3
* xyz 0 1
H -2.09 1.17 0.61
F 1.71 -1.58 -0.07
H 2.58 0.00 1.33
N -0.55 -0.17 -0.01
C -1.88 0.19 0.13
N -2.88 -0.62 -0.06
H -3.89 -0.48 -0.08
C 0.75 1.91 -0.17
C 1.96 -0.12 0.17
H -0.67 -1.10 -0.30
H 2.73 0.22 -0.73
C 0.56 0.49 -0.07
H -0.03 2.77 0.14
H 1.63 2.38 -0.23
*
```